Formula: C38H82N4O5S
Source: OMol25
Level of theory: ωB97M-V with the def2-TZVPD basis set

Properties
E_tot in eV: -67763.0285
HOMO energy in eV: -8.111
M in g mol⁻¹: 707.2
Spin multiplicity: 1
Relative energy (zero: lowest compared OMol25 entry of this formula, charge and spin) in kJ/mol: 160.02
Gap between HOMO and LUMO in eV: 8.441
LUMO energy in Eh: 0.0121
Charge: 0

Each atom is followed by the atoms it is bonded to, with distances in Å.
Atoms and positions in Å:
1 C 0.66 1.45 2.75  S2 1.813, H5 1.094, H6 1.088, H7 1.089
2 S 0.02 3.10 2.35  C1 1.813, O3 1.507, C4 1.844
3 O 1.15 4.07 2.54  S2 1.507
4 C 0.05 2.80 0.53  S2 1.844, H8 1.087, H9 1.102, H10 1.087
5 H -0.06 0.68 2.48  C1 1.094
6 H 0.80 1.43 3.83  C1 1.088
7 H 1.56 1.23 2.17  C1 1.089
8 H -0.70 3.34 -0.04  C4 1.087
9 H -0.26 1.76 0.36  C4 1.102
10 H 1.08 2.77 0.16  C4 1.087
11 C 1.58 2.34 -2.79  C12 1.527, H22 1.094, H23 1.092, H24 1.091
12 C 2.54 1.25 -3.25  C11 1.527, C13 1.538, N17 1.484, C21 1.551
13 C 1.92 -0.13 -3.00  C12 1.538, C14 1.536, H25 1.093, H26 1.091
14 C 0.97 -0.54 -4.13  C13 1.536, C15 1.509, H27 1.095, H28 1.095
15 C 1.65 -0.47 -5.48  C14 1.509, C16 1.520, H29 1.093, H30 1.095
16 C 2.12 0.93 -5.82  C15 1.520, N17 1.474, C19 1.522, C20 1.538
17 N 2.90 1.45 -4.68  C12 1.484, C16 1.474, O18 1.412
18 O 3.30 2.77 -4.96  N17 1.412, H40 0.964
19 C 3.03 0.93 -7.04  C16 1.522, H31 1.090, H32 1.092, H33 1.091
20 C 0.87 1.77 -6.12  C16 1.538, H34 1.096, H35 1.089, H36 1.089
21 C 3.89 1.29 -2.48  C12 1.551, H37 1.089, H38 1.089, H39 1.093
22 H 1.14 2.10 -1.82  C11 1.094
23 H 0.71 2.49 -3.43  C11 1.092
24 H 2.05 3.33 -2.73  C11 1.091
25 H 2.73 -0.86 -2.89  C13 1.093
26 H 1.35 -0.16 -2.07  C13 1.091
27 H 0.02 0.00 -4.02  C14 1.095
28 H 0.60 -1.56 -3.94  C14 1.095
29 H 0.94 -0.89 -6.19  C15 1.093
30 H 2.49 -1.18 -5.42  C15 1.095
31 H 2.56 0.48 -7.91  C19 1.090
32 H 3.25 1.96 -7.31  C19 1.092
33 H 3.98 0.46 -6.80  C19 1.091
34 H 0.35 1.36 -7.00  C20 1.096
35 H 0.11 1.66 -5.34  C20 1.089
36 H 1.09 2.81 -6.35  C20 1.089
37 H 4.69 0.79 -3.03  C21 1.089
38 H 3.76 0.84 -1.50  C21 1.089
39 H 4.21 2.33 -2.38  C21 1.093
40 H 4.23 2.79 -4.68  O18 0.964
41 C 1.14 -1.30 6.09  C42 1.534, H52 1.090, H53 1.087, H54 1.092
42 C 2.54 -1.79 5.74  C41 1.534, C43 1.540, N47 1.449, C51 1.553
43 C 3.52 -1.05 6.66  C42 1.540, C44 1.543, H55 1.094, H56 1.092
44 C 4.93 -1.67 6.80  C43 1.543, C45 1.521, H57 1.091, H58 1.093
45 C 4.81 -3.13 7.19  C44 1.521, C46 1.531, H59 1.095, H60 1.095
46 C 3.91 -3.93 6.23  C45 1.531, N47 1.440, C49 1.563, C50 1.532
47 N 2.69 -3.22 5.94  C42 1.449, C46 1.440, O48 1.405
48 O 1.85 -3.96 5.10  N47 1.405, H70 0.973
49 C 4.76 -4.30 4.97  C46 1.563, H61 1.089, H62 1.092, H63 1.092
50 C 3.61 -5.27 6.91  C46 1.532, H64 1.091, H65 1.087, H66 1.092
51 C 2.91 -1.37 4.29  C42 1.553, H67 1.089, H68 1.092, H69 1.090
52 H 0.40 -1.74 5.42  C41 1.090
53 H 1.09 -0.21 6.08  C41 1.087
54 H 0.91 -1.67 7.09  C41 1.092
55 H 3.83 -0.07 6.29  C43 1.094
56 H 3.06 -0.99 7.65  C43 1.092
57 H 5.45 -1.09 7.56  C44 1.091
58 H 5.46 -1.54 5.85  C44 1.093
59 H 4.49 -3.20 8.23  C45 1.095
60 H 5.81 -3.57 7.23  C45 1.095
61 H 5.67 -4.82 5.27  C49 1.089
62 H 4.24 -4.95 4.27  C49 1.092
63 H 5.08 -3.41 4.41  C49 1.092
64 H 3.15 -5.13 7.89  C50 1.091
65 H 3.02 -5.89 6.24  C50 1.087
66 H 4.57 -5.75 7.11  C50 1.092
67 H 3.97 -1.57 4.11  C51 1.089
68 H 2.83 -0.28 4.24  C51 1.092
69 H 2.27 -1.83 3.53  C51 1.090
70 H 2.16 -3.84 4.18  O48 0.973
71 C -0.02 -3.17 -1.67  C72 1.533, H82 1.085, H83 1.093, H84 1.090
72 C -1.23 -2.82 -0.80  C71 1.533, C73 1.544, N77 1.466, C81 1.539
73 C -2.21 -4.02 -0.85  C72 1.544, C74 1.512, H85 1.097, H86 1.097
74 C -3.26 -4.04 0.23  C73 1.512, C75 1.529, H87 1.095, H88 1.094
75 C -2.53 -3.95 1.58  C74 1.529, C76 1.528, H89 1.096, H90 1.090
76 C -1.71 -2.66 1.69  C75 1.528, N77 1.450, C79 1.554, C80 1.556
77 N -0.79 -2.56 0.57  C72 1.466, C76 1.450, O78 1.411
78 O 0.07 -1.44 0.62  N77 1.411, H100 0.964
79 C -2.64 -1.43 1.82  C76 1.554, H91 1.092, H92 1.090, H93 1.090
80 C -0.91 -2.73 3.02  C76 1.556, H94 1.090, H95 1.092, H96 1.092
81 C -1.98 -1.61 -1.37  C72 1.539, H97 1.096, H98 1.091, H99 1.088
82 H 0.52 -2.28 -1.96  C71 1.085
83 H -0.29 -3.67 -2.60  C71 1.093
84 H 0.53 -3.91 -1.09  C71 1.090
85 H -2.67 -4.09 -1.84  C73 1.097
86 H -1.66 -4.97 -0.88  C73 1.097
87 H -3.85 -4.96 0.22  C74 1.095
88 H -4.06 -3.30 0.22  C74 1.094
89 H -1.79 -4.75 1.63  C75 1.096
90 H -3.21 -4.09 2.42  C75 1.090
91 H -2.11 -0.49 1.68  C79 1.092
92 H -3.45 -1.45 1.09  C79 1.090
93 H -3.09 -1.39 2.82  C79 1.090
94 H -1.41 -2.14 3.79  C80 1.090
95 H -0.79 -3.72 3.47  C80 1.092
96 H 0.09 -2.30 2.96  C80 1.092
97 H -2.10 -1.75 -2.45  C81 1.096
98 H -1.36 -0.72 -1.23  C81 1.091
99 H -2.99 -1.42 -1.01  C81 1.088
100 H 0.83 -1.82 1.09  O78 0.964
101 C -2.42 1.65 -2.48  C102 1.523, H112 1.090, H113 1.098, H114 1.089
102 C -3.12 2.96 -2.81  C101 1.523, C103 1.527, N107 1.463, C111 1.551
103 C -3.87 2.85 -4.13  C102 1.527, C104 1.513, H115 1.091, H116 1.096
104 C -4.71 4.09 -4.37  C103 1.513, C105 1.525, H117 1.095, H118 1.095
105 C -5.72 4.29 -3.25  C104 1.525, C106 1.559, H119 1.088, H120 1.096
106 C -5.05 4.37 -1.84  C105 1.559, N107 1.450, C109 1.533, C110 1.553
107 N -4.06 3.32 -1.75  C102 1.463, C106 1.450, O108 1.419
108 O -3.41 3.32 -0.49  N107 1.419, H130 0.964
109 C -4.58 5.80 -1.56  C106 1.533, H121 1.094, H122 1.091, H123 1.093
110 C -6.21 4.07 -0.84  C106 1.553, H124 1.088, H125 1.092, H126 1.091
111 C -1.98 4.01 -2.94  C102 1.551, H127 1.089, H128 1.091, H129 1.092
112 H -1.76 1.74 -1.62  C101 1.090
113 H -3.18 0.93 -2.15  C101 1.098
114 H -1.88 1.21 -3.31  C101 1.089
115 H -3.21 2.71 -4.98  C103 1.091
116 H -4.53 1.97 -4.04  C103 1.096
117 H -4.06 4.96 -4.53  C104 1.095
118 H -5.29 4.06 -5.30  C104 1.095
119 H -6.54 3.59 -3.33  C105 1.088
120 H -6.16 5.27 -3.44  C105 1.096
121 H -4.20 5.97 -0.55  C109 1.094
122 H -5.41 6.49 -1.73  C109 1.091
123 H -3.73 6.20 -2.14  C109 1.093
124 H -6.77 4.95 -0.53  C110 1.088
125 H -5.81 3.56 0.03  C110 1.092
126 H -6.91 3.36 -1.28  C110 1.091
127 H -1.30 3.96 -2.10  C111 1.089
128 H -1.46 4.01 -3.90  C111 1.091
129 H -2.38 5.03 -2.87  C111 1.092
130 H -3.70 2.50 -0.08  O108 0.964